Computed, not measured: C5H6N2O as an isolated structure in a non-equilibrium geometry, with ωB97M-V/def2-TZVPD.

Last column: natural (NBO) charge in e.
CARTESIAN COORDINATES (ANGSTROEM)
C  2.248  -0.841  0.144  -0.691
C  1.397  0.319  -0.152  0.542
C  -0.128  0.055  -0.071  0.246
C  -2.273  0.692  0.015  -0.084
C  -2.133  -0.646  -0.213  -0.082
H  1.797  -1.739  -0.749  0.265
H  2.161  -1.122  1.443  0.249
H  3.203  -0.448  0.021  0.223
H  -0.661  2.112  0.093  0.422
H  -3.005  1.380  0.354  0.219
H  -2.705  -1.385  -0.381  0.195
N  -0.913  1.166  0.126  -0.526
N  -0.809  -0.945  -0.256  -0.445
O  1.823  1.403  -0.374  -0.534

Calculated values
LUMO energy, eV: 0.7
E_HOMO, eV: -9.372
ΔE to the lowest compared entry with this formula, charge and spin, kJ/mol: 206.17